No. 1
{"formula": "C7H13N5O2", "method": "wB97M-V/def2-TZVPD", "species": ["C", "O", "C", "N", "C", "N", "C", "O", "C", "N", "C", "N", "C", "N", "H", "H", "H", "H", "H", "H", "H", "H", "H", "H", "H", "H", "H"], "coordinates": [[-0.58700, -0.16571, -3.11768], [-1.50486, -0.22001, -1.94496], [-1.07377, 0.00909, -0.80264], [-1.84088, 0.05698, 0.25292], [-1.11979, 0.35790, 1.42805], [0.08563, 0.93155, 1.00575], [0.40391, 0.53429, -0.33875], [0.78952, 1.47435, -1.26983], [2.03781, 2.05720, -1.59453], [1.29895, -0.61509, -0.29316], [1.24037, -1.49747, 0.59879], [0.36743, -1.61908, 1.70328], [-0.67293, -0.91214, 2.14572], [-1.17650, -1.28746, 3.27453], [-0.15190, 0.83815, -3.01938], [-1.09710, -0.30895, -4.09501], [0.27633, -0.91900, -2.98765], [-2.86501, -0.12757, 0.22559], [-1.70613, 0.99096, 2.00121], [0.23030, 1.86827, 1.41937], [1.82010, 2.67726, -2.44978], [2.88141, 1.30665, -1.78751], [2.51489, 2.46141, -0.66737], [1.97840, -2.37436, 0.50191], [0.75861, -2.54089, 2.20212], [-1.93898, -0.90832, 3.77377], [-0.94880, -2.06800, 3.83527]], "forces_ev_per_angstrom": [[2.21, -0.03, -0.37], [-0.45, -0.95, -1.17], [1.66, 1.56, 0.22], [-2.23, -1.23, -1.27], [1.25, -1.33, -0.22], [0.69, 2.68, 0.97], [0.42, -0.74, -1.05], [-2.38, -0.82, 1.07], [3.21, -1.73, 1.88], [-0.10, 0.21, -0.54], [1.03, -0.47, -1.21], [1.90, -3.30, 0.56], [0.54, -0.91, 0.93], [-0.96, 0.10, 0.69], [-0.24, -0.51, -0.63], [-0.24, -0.06, 1.28], [-1.65, 0.97, -0.06], [1.04, 0.10, -0.03], [-0.89, 1.06, 1.73], [0.31, -0.64, -1.15], [0.33, 0.45, 0.21], [-1.61, 0.42, -0.58], [-0.86, 0.94, -0.90], [-1.20, 1.37, 0.47], [-1.95, 2.75, -0.62], [-1.19, 1.54, -0.23], [1.35, -1.41, 0.01]], "nbo_charge": [-0.283, -0.376, 0.711, -0.536, 0.075, -0.656, 0.503, -0.534, -0.266, -0.428, 0.298, -0.596, 0.565, -0.660, 0.237, 0.264, 0.231, 0.473, 0.259, 0.457, 0.239, 0.212, 0.204, 0.250, 0.473, 0.444, 0.441], "smiles": "COC1=[NH+][C@@H]2N[C@@]1(OC)N=CNC2=[NH2+]", "multiplicity": 1, "de_lowest_kcal_mol": 30.2, "largest_force_ev_per_a": 4.10, "total_charge": 2}



No. 2
{"formula": "C12H14BCl3N6O2Pb", "method": "wB97M-V/def2-TZVPD", "species": ["H", "N", "B", "N", "C", "Pb", "H", "C", "H", "C", "H", "C", "H", "H", "H", "N", "N", "N", "N", "C", "C", "H", "H", "C", "C", "C", "C", "H", "H", "H", "H", "H", "Cl", "C", "Cl", "Cl", "C", "O", "O"], "coordinates": [[1.63667, -1.31309, 2.86161], [1.53032, -0.69316, 0.83361], [1.96848, -0.46089, -1.68843], [2.35214, -0.91174, -0.25458], [3.47138, -1.55228, 0.13181], [-0.61108, 0.63038, 0.89210], [4.22047, -1.78347, -0.60620], [3.37341, -1.81308, 1.50197], [4.08851, -2.32171, 2.11425], [2.12433, -1.27957, 1.89298], [2.72194, -0.90739, -2.49315], [-2.97009, 2.77321, 1.62054], [-3.71976, 3.04014, 2.37212], [-3.36862, 1.95596, 1.00289], [-2.74681, 3.65347, 1.00777], [2.02773, 1.08967, -1.65525], [0.50380, -0.87584, -2.00185], [1.22095, 1.76440, -0.76111], [-0.54170, -0.71177, -1.10750], [2.76671, 1.95818, -2.37144], [0.04688, -1.44724, -3.12886], [3.45678, 1.58640, -3.11433], [0.74312, -1.62635, -3.93758], [2.43287, 3.24635, -1.95148], [-1.31017, -1.71655, -2.96995], [1.46283, 3.07237, -0.94348], [-1.63600, -1.25901, -1.67963], [2.82838, 4.16945, -2.32399], [-1.96330, -2.18363, -3.68176], [0.94203, 3.82921, -0.36683], [-2.58125, -1.30198, -1.15154], [-2.05645, 2.43899, 2.14159], [-5.28512, -1.72825, 2.82942], [-3.56088, -1.86273, 3.22389], [-3.23318, -1.08594, 4.80749], [-3.07441, -3.58434, 3.28852], [-2.65496, -1.10971, 2.12841], [-3.21112, -0.51154, 1.17722], [-1.39483, -1.16690, 2.36071]], "forces_ev_per_angstrom": [[0.08, 0.13, -0.23], [0.67, -0.84, 0.17], [-0.43, 0.82, 0.81], [-0.52, -0.01, 0.90], [-0.90, 0.05, 0.82], [0.96, -1.06, -0.67], [0.08, -0.09, 0.10], [-0.49, 0.31, -0.50], [0.12, -0.11, 0.13], [0.57, 0.22, -1.20], [0.09, -0.06, -0.14], [-0.06, 0.00, 0.16], [0.14, -0.05, -0.15], [0.15, 0.28, 0.21], [0.01, -0.21, 0.10], [-0.60, 0.81, 0.53], [-0.85, 0.20, 0.63], [0.53, 0.17, -0.79], [-0.20, -0.72, -0.93], [-0.69, 0.31, 0.65], [-0.36, 0.00, 0.71], [-0.04, 0.15, 0.04], [-0.23, -0.08, 0.07], [-0.06, -0.42, 0.06], [0.24, 0.14, 0.28], [0.49, -0.86, -0.60], [1.09, 0.27, -0.56], [0.09, 0.16, -0.05], [-0.07, -0.06, -0.04], [0.08, -0.21, -0.07], [0.19, 0.14, -0.02], [-0.58, 0.35, -0.10], [0.44, -0.08, 0.15], [0.44, 0.32, -0.48], [-0.15, -0.21, -0.40], [-0.17, 0.51, -0.04], [0.33, 0.23, -0.27], [0.92, -0.75, 1.16], [-1.31, 0.22, -0.43]], "nbo_charge": [0.227, -0.386, 0.556, -0.323, 0.009, 1.499, 0.226, -0.355, 0.232, -0.017, -0.033, -0.857, 0.230, 0.236, 0.215, -0.329, -0.313, -0.369, -0.418, -0.002, 0.017, 0.224, 0.229, -0.360, -0.354, -0.036, -0.011, 0.229, 0.235, 0.210, 0.246, 0.185, 0.044, -0.196, 0.018, 0.029, 0.745, -0.702, -0.780], "multiplicity": 1, "largest_force_ev_per_a": 1.66, "energy_ha": -2543.082313}